[1]
Here is C2H2F3P as an isolated structure from OMol25. Energies are from the ωB97M-V functional and the def2-TZVPD basis.

Atoms and positions in Å:
C -0.73 0.16 -0.11
C 1.19 0.36 0.18
F -1.25 1.28 -0.49
F 1.80 0.47 -1.01
F 1.56 -0.84 0.73
P -1.30 -1.39 0.08
H 1.46 1.11 0.93
H -2.74 -1.17 -0.30

As for the frontier orbital gap: 10.10 eV. The calculation puts the HOMO energy at -9.833 eV.

[2]
Here is C6H11NO as an isolated structure from OMol25. Energies are from the ωB97M-V functional and the def2-TZVPD basis.

Atoms and positions in Å:
C -0.50 0.81 -1.39
C -0.27 -0.23 -0.57
C 0.88 -1.31 -0.65
C 0.68 -0.10 0.61
C 0.02 1.10 1.41
C -1.57 -0.22 0.37
H 0.56 0.92 -2.11
H -0.51 1.78 -0.53
H -1.51 0.97 -2.34
H 1.43 -1.83 -1.69
H 0.79 -2.01 0.06
H 2.53 -0.97 0.11
H 0.45 -0.99 1.20
H 0.48 2.12 1.25
H 0.23 0.75 2.47
H -1.51 -1.19 0.92
H -2.53 -0.08 -0.14
N 1.80 -0.41 -0.09
O -1.44 0.88 1.11

As for the frontier orbital gap: 9.63 eV. The calculation puts the HOMO energy at -8.801 eV.

[3]
Here is a 3-piece molecular cluster, CH3Br2O2P overall from OMol25. Energies are from the ωB97M-V functional and the def2-TZVPD basis.

Atoms and positions in Å:
C -2.18 1.62 -0.32
O 0.64 -0.09 -0.91
O -1.82 0.49 -0.35
P 0.91 -1.00 -1.97
Br 2.38 -2.61 -1.21
Br 2.08 -0.80 2.83
H 2.85 -1.91 2.41
H -1.96 2.37 -1.03
H -2.89 1.93 0.54

As for the frontier orbital gap: 8.98 eV. As for the SMILES: O=PBr.C=O.Br. The calculation puts the HOMO energy at -10.056 eV.

[4]
Here is a 2-piece molecular cluster, C3H8NO2S overall from OMol25. Energies are from the ωB97M-V functional and the def2-TZVPD basis.

Atoms and positions in Å:
N -2.40 -0.85 -0.15
C -1.38 -1.66 0.30
O -0.87 -1.25 1.48
O -0.92 -2.60 -0.31
H -2.85 -1.15 -1.00
H -2.32 0.12 0.09
H -0.58 -0.25 1.47
C 1.69 0.26 -0.51
C 1.31 1.66 -0.06
S -0.27 1.66 0.88
H 0.88 -0.21 -1.07
H 1.84 -0.34 0.39
H 2.60 0.22 -1.12
H 1.17 2.31 -0.93
H 2.11 2.07 0.55

As for the frontier orbital gap: 7.33 eV. The calculation puts the HOMO energy at -3.361 eV. Its total charge is -1.

[5]
Here is an isolated molecule of C18H19ClN2O4S from OMol25. Energies are from the ωB97M-V functional and the def2-TZVPD basis.

Atoms and positions in Å:
C -0.91 -1.60 3.15
H -1.54 -0.87 2.65
H -0.27 -1.11 3.89
H -1.51 -2.36 3.63
S 0.18 -2.37 1.93
C -1.09 -2.95 0.75
C -0.55 -3.18 -0.66
H 0.36 -3.79 -0.61
H -1.31 -3.71 -1.23
C -0.23 -1.87 -1.41
N 0.89 -1.17 -0.85
C 1.91 -0.72 -1.62
O 1.94 -0.87 -2.83
C 3.00 -0.03 -0.87
C 3.31 -0.32 0.45
C 4.35 0.34 1.09
C 5.07 1.31 0.40
C 4.77 1.61 -0.93
C 3.74 0.93 -1.55
H 3.50 1.13 -2.59
H 5.35 2.35 -1.45
Cl 6.35 2.15 1.19
H 4.60 0.11 2.11
H 2.78 -1.09 0.99
H 0.86 -0.98 0.14
C -1.48 -1.00 -1.47
O -2.56 -1.39 -1.82
O -1.22 0.26 -1.12
C -2.34 1.12 -1.07
H -2.92 1.04 -2.00
C -3.25 0.77 0.11
O -2.92 -0.06 0.93
C -4.49 1.49 0.18
C -5.05 2.49 -0.62
C -6.29 2.81 -0.06
C -6.47 2.00 1.04
N -5.39 1.22 1.18
H -5.22 0.52 1.88
H -7.29 1.95 1.72
H -6.98 3.54 -0.43
H -4.60 2.93 -1.48
H -1.95 2.13 -0.96
H 0.04 -2.11 -2.45
H -1.88 -2.19 0.74
H -1.49 -3.88 1.15

As for the frontier orbital gap: 8.93 eV. As for the SMILES: CSCC[C@H](NC(=O)c1ccc(Cl)cc1)C(=O)OCC(=O)c1ccc[nH]1. The calculation puts the HOMO energy at -8.735 eV.

[6]
Here is C27H34N7O2PS6Ti as an isolated structure from OMol25. Energies are from the ωB97M-V functional and the def2-TZVPD basis.

Atoms and positions in Å:
Ti 0.34 -0.21 -0.06
C -3.62 1.01 1.36
C -2.16 0.88 1.07
N -1.62 -0.30 0.66
N -2.51 -1.37 0.61
C -2.13 -2.64 0.54
N -3.15 -3.55 0.45
S -0.52 -3.14 0.52
C -1.27 1.98 1.10
C -1.61 3.27 1.55
C -0.70 4.29 1.48
C 0.59 4.03 0.98
C 0.89 2.75 0.60
N 0.01 1.74 0.66
H -3.92 0.43 2.24
H -3.89 2.05 1.54
H -4.23 0.69 0.51
H -3.49 -1.15 0.60
H -4.06 -3.29 0.81
H -2.87 -4.50 0.63
H -2.60 3.47 1.95
H -0.97 5.28 1.81
H 1.33 4.81 0.90
H 1.87 2.48 0.22
S 2.07 5.20 -4.83
C 1.68 3.84 -3.98
S 0.06 3.31 -3.71
C 0.41 1.92 -2.71
C 1.71 1.71 -2.43
S 2.40 0.44 -1.44
S 2.82 2.87 -3.12
S -0.96 0.97 -2.15
C 0.37 -4.61 -3.73
N 1.71 -3.92 -3.45
C 2.07 -3.06 -4.67
N 1.03 -2.17 -4.99
C -0.21 -2.89 -5.24
N -0.63 -3.68 -4.08
C -1.03 -2.82 -2.95
P 0.34 -1.74 -2.31
C 1.64 -3.08 -2.21
C 0.86 -1.10 -3.98
H 0.11 -5.16 -2.83
H 0.56 -5.31 -4.55
H 2.43 -4.64 -3.33
H 2.25 -3.77 -5.49
H 2.99 -2.53 -4.43
H -0.06 -3.56 -6.09
H -0.99 -2.18 -5.49
H -1.40 -3.45 -2.14
H -1.85 -2.18 -3.27
H 1.42 -3.74 -1.37
H 2.60 -2.60 -2.06
H 1.80 -0.56 -3.87
H 0.10 -0.40 -4.32
C -1.17 3.52 5.34
C -0.33 2.46 4.68
C -0.79 1.16 4.52
C -0.04 0.20 3.85
C -0.59 -1.21 3.76
C 1.20 0.55 3.33
C 1.71 1.84 3.52
C 3.07 2.23 3.00
C 0.93 2.78 4.17
C 2.01 -0.42 2.50
O 3.09 -0.83 2.85
O 1.41 -0.77 1.38
H -2.06 3.08 5.79
H -1.49 4.27 4.62
H -0.61 4.03 6.13
H -1.76 0.89 4.93
H -0.58 -1.67 4.75
H -0.01 -1.83 3.08
H -1.62 -1.20 3.41
H 3.30 1.76 2.04
H 3.85 1.91 3.69
H 3.14 3.31 2.88
H 1.31 3.79 4.29

As for the frontier orbital gap (alpha / beta): 5.21 / 5.74 eV. The expectation value of S² is 2.02. The calculation puts the HOMO energy (alpha / beta) at -5.796 / -6.326 eV. The spin multiplicity is 3.

Across the entries above, energy relative to the best compared isomer or geometry (same formula, charge and spin) takes the values 179.4, 901.2, 192.9, 41.8, 0.0, 87.1 kJ/mol, respectively.
Across the entries above, E_tot takes the values -718.25054, -364.88821, -5679.75195, -722.61614, -1966.21891, -5163.09004 hartree, respectively.